[1]
14
Properties=species:S:1:pos:R:3:forces:R:3 method="wB97M-V/def2-TZVPD" charge=+1 e_homo_ev="-12.347 / -12.347" spin_multiplicity=2 homo_lumo_gap_ev="5.280 / 1.723" e_tot_ev=-5770.80727 s_squared=0.76
C -0.01759 2.19254 2.68091 -1.6400 -0.0718 -0.9807
N -0.94283 2.56485 1.85868 3.9975 -2.2471 2.5726
H 0.28760 2.69293 3.58284 0.0683 0.8347 0.3600
H 0.48560 1.14469 2.60720 -0.5938 1.4191 -0.6805
H -1.33899 1.73362 1.44277 -1.8327 0.0227 -1.3100
C 0.47362 -0.13230 -1.74555 -1.6964 0.9507 -0.6457
C -0.11194 -1.54982 -1.66054 -0.4897 2.9442 0.0192
C -0.04097 -2.24935 -0.57740 1.0944 -2.5847 1.5843
H 1.26928 -0.21772 -2.50848 -0.1524 0.6179 0.5517
H -0.30999 0.62092 -2.11405 1.0665 -1.0804 0.0406
H 0.82275 0.36877 -0.78380 -0.0057 -1.3094 -0.9720
H -0.80666 -1.97128 -2.36996 0.7303 0.2053 -1.2007
H -0.12914 -3.34494 -0.78553 -0.6927 0.8675 1.2537
H 0.35928 -1.85292 0.37291 0.1465 -0.5688 -0.5926

[2]
14
Properties=species:S:1:pos:R:3:forces:R:3 method="wB97M-V/def2-TZVPD" charge=+1 e_homo_ev="-15.639 / -15.877" spin_multiplicity=2 homo_lumo_gap_ev="11.623 / 7.867" e_tot_ev=-5774.53932 s_squared=0.77
C -0.45544 0.29581 1.49723 0.1957 -0.7911 -0.3682
C -0.09973 0.64951 0.07885 -2.1775 -2.3211 -0.8193
C 0.64469 1.71943 -0.26874 1.5808 3.5611 0.8947
C 0.03457 -1.57695 -0.85237 -2.0111 -2.8143 -0.2555
N -0.54221 -0.22649 -0.90127 3.0068 1.0087 0.8787
H -1.15581 1.00961 1.92962 0.2175 0.2931 -0.0459
H 0.44580 0.19499 2.09925 -0.0600 0.2957 0.1933
H -0.96295 -0.67461 1.51025 0.0929 0.1987 -0.0454
H 0.84741 2.49751 0.47963 -0.2962 -0.6370 0.3346
H 1.28190 2.04073 -1.09113 -0.8214 -1.0364 -0.8715
H -0.61337 -2.31809 -0.34547 0.0167 0.6831 0.2173
H 1.02444 -1.77210 -0.44277 0.1415 1.0633 0.0312
H -0.02485 -1.99478 -1.85879 0.3343 0.3873 -0.1170
H -0.42446 0.15545 -1.83431 -0.2201 0.1089 -0.0270

[3]
15
Properties=species:S:1:pos:R:3:forces:R:3 method="wB97M-V/def2-TZVPD" charge=+1 e_homo_ev=-14.951 homo_lumo_gap_ev=11.896 e_tot_ev=-7265.01216
C 2.02591 -0.17937 -0.85682 1.2952 -0.1469 0.5114
C -1.08576 1.93070 0.35264 -2.0686 0.7543 -2.7915
C -0.47787 0.77237 0.45672 -0.3834 0.1344 1.0053
C -0.82395 -1.68102 0.09823 0.1916 -0.3431 0.7101
N 2.98281 -0.06177 -0.21306 1.1763 1.2325 -0.2977
N -0.56029 -0.35740 -0.46225 0.4810 0.7612 -0.0949
H -0.81978 2.74405 0.98159 0.1344 0.2937 0.7634
H -1.87180 2.25907 -0.46639 1.7355 -1.1138 1.6043
H 0.20336 0.62949 1.29059 0.0808 -0.3600 -0.2729
H -0.16151 -1.82622 0.94591 -0.0888 -0.0637 0.1452
H -1.83897 -1.64100 0.39925 -0.9280 -0.4067 0.6607
H -0.69141 -2.51234 -0.59030 0.1806 0.4015 -0.3856
H 3.86517 0.41568 0.06936 -1.1391 -0.9798 -0.1866
H -1.20750 -0.17615 -1.21430 -0.1005 0.3199 -0.4386
H 0.46160 -0.31609 -0.79116 -0.5670 -0.4836 -0.9326

[4]
15
Properties=species:S:1:pos:R:3:forces:R:3 method="wB97M-V/def2-TZVPD" charge=+1 e_homo_ev=-14.662 homo_lumo_gap_ev=10.028 smiles="C=[N+]1CN1CC" e_tot_ev=-7262.76365
C 0.60882 2.05662 -0.08392 -0.5389 -0.0460 -1.3674
N 0.19557 1.04466 0.57011 0.9969 2.9679 -1.7257
C 0.03323 0.34632 1.79486 2.7572 -2.4348 -1.2061
N -0.69341 0.12490 0.48611 -1.2691 -2.4836 2.3959
C -0.93182 -1.04270 -0.35034 0.0672 -1.8261 -0.1701
C 0.25314 -1.34478 -1.28386 1.5118 1.2140 0.0139
H 0.39442 2.28574 -1.16692 -0.0087 -0.9273 1.3362
H 1.08539 2.80857 0.46164 1.1214 0.7805 0.8244
H 1.02118 -0.22791 2.17539 -2.6105 1.0610 -1.1878
H -0.63380 0.73711 2.46782 -1.0470 1.1225 1.8618
H -1.80340 -0.76610 -0.94296 -0.0867 -0.2610 0.0390
H -1.24527 -1.94207 0.32726 0.7342 1.8949 -1.0241
H 0.22569 -0.48483 -2.10326 0.2716 -2.3052 1.2531
H 1.26427 -1.17098 -0.68712 -1.9419 -0.6435 -1.2624
H 0.22599 -2.42456 -1.66480 0.0424 1.8867 0.2194

[5]
15
Properties=species:S:1:pos:R:3:forces:R:3 method="wB97M-V/def2-TZVPD" charge=+1 e_homo_ev=-15.254 homo_lumo_gap_ev=10.716 smiles="CC(=[NH2+])[C@H]1CN1" e_tot_ev=-7265.87128
C 1.98389 0.64527 0.08084 0.6154 -3.1807 -1.7848
C 0.74924 -0.15086 0.06359 -1.3954 -1.8082 -0.0038
N 0.60951 -1.46143 0.01597 0.4170 1.0849 -1.3750
C -0.60229 0.49927 0.32651 0.8351 -1.0718 0.5128
C -1.69539 0.38586 -0.64043 0.5271 -1.7238 -1.6911
N -1.56518 -0.56065 0.52368 -2.3110 0.8847 -1.5265
H 2.05507 0.83568 1.10787 0.9678 0.3151 1.7809
H 1.87827 1.55136 -0.39503 -0.5596 2.1535 -1.0805
H 2.83865 0.10956 -0.42347 -0.6933 0.4751 1.1322
H 1.19001 -2.16902 -0.44199 0.6182 0.7508 0.6303
H -0.39954 -1.72582 0.09581 0.2316 0.1526 0.3397
H -0.62578 1.33991 0.95932 0.2650 0.9682 0.7023
H -2.39614 1.16746 -0.70747 -1.0205 0.8640 0.9268
H -1.62952 0.00654 -1.68532 0.6987 -0.2974 1.0483
H -2.39079 -0.47315 1.12014 0.8039 0.4329 0.3882

[6]
15
Properties=species:S:1:pos:R:3:forces:R:3 method="wB97M-V/def2-TZVPD" charge=+1 e_homo_ev="-13.871 / -13.871" homo_lumo_gap_ev="8.488 / 8.488" e_tot_ev=-7264.31130
C 1.12155 2.69298 0.62602 1.8118 0.3661 0.4771
C -0.56713 0.59922 -0.19253 0.0936 0.6173 -0.0183
C -0.20546 -0.89880 -0.30260 0.6224 2.6938 0.2296
C -0.77369 -1.83643 0.66784 -0.1051 -0.5286 0.1346
N -0.03898 2.43222 0.32712 -1.5848 -2.9134 -0.7870
N 0.53748 -1.30648 -1.28861 -0.2029 -0.0564 0.2203
H 1.30501 3.74094 0.87676 -0.1374 0.1262 -0.0252
H 1.99918 2.05568 0.68416 -0.1123 -0.2580 -0.0498
H -0.73451 0.99172 -1.18875 -0.2549 -0.1066 -0.0874
H -1.42970 0.70638 0.45128 -0.1379 -0.1341 -0.1590
H -1.82805 -1.99684 0.42439 -0.0334 0.0642 -0.0459
H -0.75397 -1.42582 1.67604 0.0893 0.0861 -0.0436
H -0.27511 -2.80328 0.64267 0.0018 -0.0476 0.0480
H 0.92435 -0.65836 -1.96416 -0.0737 -0.0093 0.0477
H 0.71904 -2.29314 -1.43965 0.0235 0.1004 0.0585

[7]
15
Properties=species:S:1:pos:R:3:forces:R:3 method="wB97M-V/def2-TZVPD" charge=+1 e_homo_ev="-13.479 / -15.325" homo_lumo_gap_ev="8.394 / 9.272" e_tot_ev=-7261.18073
C 1.91215 -0.39657 0.83595 0.4056 -1.0837 1.3417
C 0.65203 0.73833 -1.22306 -0.2005 0.8061 -0.3495
C -0.25523 0.55352 -0.05893 1.2518 -0.1606 -0.6237
C -1.38086 1.06040 0.71687 -0.3069 0.2461 0.2853
N 0.99050 0.07440 0.08041 -0.7415 0.9764 -1.5357
N -1.41154 -1.76778 -0.41376 1.2671 0.1905 -1.3823
H 2.91019 -0.61869 0.45215 -0.4065 0.2523 0.0597
H 1.59290 -0.70577 1.85238 0.4729 0.3394 -0.6937
H 0.56745 0.23362 -2.19096 -0.1283 -0.9266 0.7316
H 1.11056 1.71191 -1.49501 -0.1059 -0.3166 1.1011
H -1.21466 2.21428 1.01201 -0.5069 -2.6494 -0.6146
H -1.49628 0.33783 1.61319 -0.2570 1.5925 -1.3550
H -2.18157 0.90679 -0.08390 0.3073 0.5989 1.7122
H -0.89819 -1.96670 -1.33331 -0.9267 0.1930 1.2476
H -0.89743 -2.37557 0.23597 -0.1244 -0.0584 0.0752

[8]
15
Properties=species:S:1:pos:R:3:forces:R:3 method="wB97M-V/def2-TZVPD" charge=+1 e_homo_ev=-15.981 homo_lumo_gap_ev=11.361 e_tot_ev=-7265.03581
H -2.15110 -1.99674 -0.16581 -1.1407 0.8639 0.2879
N -2.56746 -1.03127 -0.05121 1.6707 -2.6504 -0.2705
C -1.72792 -0.17309 0.06668 1.5340 2.9282 -0.0447
C -1.76693 1.28793 0.06156 -2.5211 -0.2166 -0.0007
N 0.05879 -0.45485 0.04734 -0.7243 -3.2359 -0.4331
C 1.23374 0.06885 0.25142 -3.6222 1.2696 -1.5400
C 2.51133 -0.45692 -0.06429 1.6362 -0.7189 1.6097
H -1.22636 1.64029 -0.77608 0.3948 0.2639 -1.2615
H -1.18296 1.65052 0.89002 -0.5915 0.4784 0.7829
H -2.88658 1.54492 -0.08216 1.9940 0.2021 0.8234
H -0.07052 -1.45781 -0.30060 1.5803 1.4234 0.6959
H 1.20745 1.12891 0.38552 -0.2684 0.7168 1.0490
H 2.41603 -1.11571 -0.87308 0.2910 -1.4440 -0.8993
H 2.88115 -0.91933 0.87788 -0.0414 -0.3670 -0.6153
H 3.27134 0.28429 -0.26718 -0.1914 0.4866 -0.1837